(A)
# H26O13

A 13-piece molecular cluster, H26O13 overall (the ωB97M-V functional and the def2-TZVPD basis, OMol25).

## Properties
Kohn-Sham gap   9.524 eV

Cartesian coordinates (Å):
O (8.323, -7.198, 0.199)
H (8.037, -7.831, 0.861)
H (9.242, -6.975, 0.352)
O (6.287, -11.380, 3.449)
H (5.990, -12.300, 3.424)
H (6.846, -11.340, 2.676)
O (4.939, -7.777, 2.510)
H (5.081, -7.137, 1.866)
H (5.742, -8.288, 2.560)
O (7.180, -5.528, 1.952)
H (7.685, -6.036, 1.283)
H (7.457, -4.619, 1.636)
O (7.574, -8.599, 2.410)
H (7.955, -7.879, 2.873)
H (8.377, -9.139, 2.341)
O (6.392, -6.465, 4.745)
H (5.900, -6.186, 4.006)
H (6.657, -7.362, 4.536)
O (10.829, -11.510, 0.637)
H (11.636, -11.546, 1.162)
H (10.414, -10.743, 1.029)
O (7.656, -11.289, 0.848)
H (7.140, -12.086, 0.850)
H (6.952, -10.647, 0.618)
O (10.048, -9.292, 1.894)
H (10.505, -8.670, 1.348)
H (10.513, -9.410, 2.712)
O (8.460, -4.290, 4.115)
H (9.151, -3.895, 3.596)
H (8.295, -5.149, 3.709)
O (6.683, -9.331, 5.316)
H (6.516, -9.682, 4.458)
H (5.871, -9.467, 5.750)
O (9.246, -10.279, 4.805)
H (8.436, -9.793, 4.971)
H (9.697, -10.195, 5.601)
O (9.012, -7.090, 3.978)
H (9.794, -6.746, 3.626)
H (9.133, -7.333, 4.915)

---

(B)
# H26O13

H26O13 as an isolated structure (the ωB97M-V functional and the def2-TZVPD basis, OMol25).

## Properties
Kohn-Sham gap   6.952 eV

Cartesian coordinates (Å):
O (1.183, 2.672, -0.638)
H (0.643, 1.888, -0.737)
H (1.835, 2.604, -1.336)
O (2.164, 1.197, 0.799)
H (1.501, 1.886, 0.839)
H (2.847, 1.553, 0.230)
O (1.050, -1.941, 1.154)
H (1.444, -2.317, 0.366)
H (0.270, -1.486, 0.837)
O (-1.268, 1.617, 0.409)
H (-0.567, 1.548, 1.058)
H (-1.859, 2.281, 0.764)
O (-2.570, 0.331, -0.738)
H (-2.071, 0.960, -0.217)
H (-3.175, 0.868, -1.250)
O (1.810, -2.039, -0.721)
H (1.035, -1.718, -1.180)
H (2.192, -2.685, -1.316)
O (-2.130, -0.560, 1.378)
H (-1.364, -0.644, 0.809)
H (-2.810, -0.194, 0.812)
O (-1.777, -1.701, -1.264)
H (-1.979, -0.803, -1.001)
H (-2.559, -2.201, -1.031)
O (0.107, -2.042, -1.826)
H (0.166, -2.961, -1.566)
H (-0.825, -1.834, -1.761)
O (0.071, 1.082, -1.366)
H (-0.842, 1.147, -1.646)
H (0.471, 0.479, -1.993)
O (0.209, 1.581, 1.921)
H (0.219, 2.250, 2.605)
H (1.090, 1.207, 1.940)
O (2.085, -0.545, 2.190)
H (1.845, 0.299, 1.808)
H (1.585, -1.188, 1.686)
O (-0.025, -0.541, 0.180)
H (-0.537, -0.259, -0.579)
H (0.535, 0.209, 0.383)

---

The structure with the greatest stability is (A).